# 1
C38H80Br2N4O20 | ωB97M-V/def2-TZVPD

* calculated total energy: -8367.55513 Eh
* total charge: 0
* maximum force: 1.79 eV/Å
* LUMO: 0.033 eV

```
144
C38H80Br2N4O20 | OMol25 | ωB97M-V/def2-TZVPD
C -1.304 -8.032 -3.103
O -0.944 -6.674 -3.047
C -0.425 -6.276 -1.794
C -0.689 -4.811 -1.576
N -2.093 -4.604 -1.231
C -2.469 -3.204 -1.136
C -2.099 -2.646 0.246
O -2.113 -1.244 0.259
C -3.409 -0.716 0.030
H -0.407 -8.667 -3.050
H -1.761 -8.215 -4.072
H -1.959 -8.310 -2.273
H 0.676 -6.373 -1.782
H -0.769 -6.947 -1.004
H -0.311 -4.197 -2.412
H -0.033 -4.453 -0.776
H -2.618 -5.009 -2.001
H -3.548 -3.088 -1.248
H -1.974 -2.548 -1.870
H -1.091 -2.978 0.499
H -2.771 -3.075 1.001
H -3.575 -0.522 -1.034
H -3.471 0.223 0.584
H -4.208 -1.355 0.419
C 2.291 -2.699 1.338
O 1.864 -3.674 2.237
C 1.370 -4.865 1.631
C 1.275 -5.856 2.772
N 0.622 -7.123 2.400
C -0.787 -7.053 1.969
C -1.657 -6.540 3.092
O -1.503 -7.345 4.235
C -2.232 -6.900 5.354
H 2.574 -1.826 1.942
H 1.450 -2.311 0.749
H 3.219 -2.916 0.799
H 1.969 -5.226 0.793
H 0.333 -4.629 1.352
H 0.732 -5.367 3.593
H 2.285 -6.055 3.132
H 0.569 -7.597 3.297
H -1.034 -8.093 1.738
H -1.041 -6.515 1.055
H -2.720 -6.452 2.790
H -1.494 -5.482 3.366
H -3.241 -7.326 5.375
H -2.331 -5.809 5.365
H -1.690 -7.243 6.233
C -0.940 -1.709 -5.535
O -0.914 -0.412 -6.088
C -0.815 0.571 -5.095
C -1.365 1.877 -5.659
N -1.291 2.977 -4.729
C -2.177 4.078 -5.147
C -2.141 5.200 -4.129
O -1.022 6.017 -4.431
C -0.601 6.780 -3.320
H -0.613 -2.455 -6.269
H -1.977 -1.960 -5.299
H -0.186 -1.816 -4.748
H 0.238 0.805 -4.878
H -1.423 0.364 -4.210
H -2.423 1.727 -5.904
H -0.919 2.121 -6.638
H -0.349 3.314 -4.562
H -3.177 3.633 -5.138
H -1.912 4.435 -6.149
H -2.035 4.756 -3.134
H -3.059 5.803 -4.156
H 0.264 7.355 -3.644
H -0.282 6.104 -2.522
H -1.412 7.405 -2.930
C -6.558 3.878 3.383
O -5.300 3.281 3.526
C -4.405 3.989 4.342
C -2.986 3.793 3.824
N -2.357 2.636 4.414
C -1.108 2.266 3.793
C -0.457 1.092 4.506
O -1.303 -0.044 4.393
C -1.006 -0.854 3.266
H -7.227 3.381 2.686
H -6.483 4.923 3.048
H -7.059 3.921 4.364
H -4.460 3.623 5.375
H -4.592 5.070 4.365
H -2.380 4.690 3.986
H -3.059 3.683 2.728
H -2.991 1.857 4.519
H -0.439 3.134 3.824
H -1.280 2.040 2.723
H -0.476 1.377 5.561
H 0.550 0.893 4.136
H -1.234 -0.265 2.373
H -1.552 -1.791 3.310
H 0.070 -1.067 3.203
Br 4.652 -4.064 -4.363
C 4.227 -2.636 -3.072
C 4.571 -1.305 -3.723
Br 3.094 -0.040 -3.506
H 4.831 -2.833 -2.195
H 3.169 -2.740 -2.873
H 4.764 -1.368 -4.786
H 5.454 -0.864 -3.268
C 0.190 0.690 -0.631
C 0.853 1.896 -1.328
O 1.944 2.249 -0.462
C 1.986 1.435 0.595
O 2.724 1.496 1.531
O 0.983 0.546 0.564
H 0.320 -0.267 -1.131
H -0.827 0.914 -0.330
H 0.159 2.730 -1.397
H 1.171 1.668 -2.340
C 5.416 2.415 3.547
C 5.078 3.346 4.747
O 4.056 2.633 5.425
C 3.900 1.393 4.889
O 3.140 0.556 5.232
O 4.888 1.168 3.988
H 6.462 2.326 3.287
H 4.752 2.691 2.723
H 4.697 4.281 4.348
H 5.981 3.464 5.344
C 0.694 5.336 2.489
C 1.768 5.139 1.393
O 1.005 4.915 0.208
C -0.292 4.698 0.531
O -1.133 4.416 -0.259
O -0.506 4.863 1.846
H 0.531 6.394 2.675
H 0.873 4.715 3.359
H 2.430 4.300 1.596
H 2.297 6.085 1.294
C 4.531 4.168 -4.787
C 4.821 4.614 -3.351
O 3.581 4.446 -2.695
C 2.611 4.244 -3.606
O 1.454 4.134 -3.361
O 3.119 4.123 -4.857
H 4.954 3.190 -5.047
H 5.008 4.807 -5.532
H 5.114 5.668 -3.392
H 5.666 4.109 -2.890
```

***

# 2
C38H80F6N4O8 | ωB97M-V/def2-TZVPD

* calculated total energy: -2914.89825 Eh
* total charge: 0
* maximum force: 8.00 eV/Å
* energy above the lowest of the compared OMol25 structures with the same formula, charge and spin: 443.4 kcal/mol
* LUMO: -0.108 eV

```
136
C38H80F6N4O8 | OMol25 | ωB97M-V/def2-TZVPD
N 0.763 -0.181 -0.507
O 1.701 -0.540 -1.217
O 0.399 -1.000 0.307
O 0.308 0.948 -0.595
C -0.801 0.143 4.897
C -1.161 -0.977 3.946
C -0.113 -1.960 3.567
C 1.035 -1.462 2.702
N 2.141 -2.504 2.475
C 3.127 -2.041 1.358
C 3.384 -3.228 0.440
C 2.816 -4.393 1.185
C 1.638 -3.850 1.964
C 2.945 -2.785 3.790
C 3.761 -1.553 4.444
C 4.776 -2.059 5.466
H -1.692 0.696 5.197
H -0.194 0.900 4.400
H -0.254 -0.141 5.796
H -1.748 -0.670 3.080
H -1.956 -1.467 4.510
H -0.451 -2.955 3.280
H 0.332 -2.208 4.531
H 1.506 -0.579 3.133
H 0.641 -1.248 1.708
H 4.130 -2.023 1.785
H 2.869 -1.090 0.890
H 4.441 -3.428 0.264
H 2.885 -3.005 -0.504
H 3.645 -4.763 1.787
H 2.568 -5.187 0.481
H 1.272 -4.403 2.829
H 0.795 -3.583 1.327
H 3.683 -3.494 3.414
H 2.394 -3.265 4.597
H 2.985 -0.887 4.823
H 4.261 -1.091 3.593
H 5.262 -3.005 5.224
H 4.201 -2.223 6.377
H 5.515 -1.365 5.867
C -5.134 4.344 -0.081
C -4.130 4.599 1.084
C -2.968 3.580 0.850
C -3.500 2.152 1.308
N -2.507 1.001 0.930
C -3.048 -0.373 1.433
C -2.554 -1.441 0.522
C -2.271 -0.719 -0.826
C -2.597 0.788 -0.644
C -1.027 1.285 1.276
C -0.762 1.427 2.821
C 0.810 1.754 2.936
H -4.722 4.679 -1.033
H -5.962 5.019 0.137
H -5.574 3.347 -0.054
H -4.571 4.572 2.080
H -3.710 5.600 0.980
H -2.189 3.838 1.568
H -2.483 3.695 -0.119
H -4.470 1.896 0.880
H -3.728 2.013 2.364
H -2.986 -0.442 2.519
H -4.095 -0.352 1.129
H -1.606 -1.834 0.891
H -3.374 -2.130 0.318
H -1.217 -0.803 -1.091
H -2.987 -1.026 -1.588
H -1.890 1.438 -1.161
H -3.645 0.911 -0.916
H -0.596 2.076 0.663
H -0.513 0.399 0.903
H -0.942 0.513 3.386
H -1.354 2.295 3.111
H 1.008 2.698 2.429
H 1.360 0.945 2.454
H 1.106 1.920 3.972
C -1.206 -1.760 -4.153
C -0.762 -0.734 -3.083
N -0.243 0.676 -3.691
C 0.095 1.616 -2.545
C 1.104 0.370 -4.456
C 1.861 1.551 -5.070
C -1.259 1.409 -4.676
C -2.610 1.843 -4.060
O -3.407 0.729 -3.621
C -4.556 1.099 -2.827
H -0.387 -2.256 -4.674
H -1.842 -1.307 -4.913
H -1.741 -2.535 -3.604
H 0.071 -1.124 -2.498
H -1.644 -0.544 -2.471
H -0.700 1.635 -1.799
H 0.212 2.610 -2.976
H 1.070 1.308 -2.168
H 0.887 -0.392 -5.205
H 1.753 -0.193 -3.786
H 1.355 1.863 -5.983
H 2.910 1.352 -5.286
H 1.888 2.385 -4.369
H -1.417 0.643 -5.434
H -0.866 2.329 -5.110
H -3.144 2.305 -4.890
H -2.479 2.646 -3.334
H -4.384 1.769 -1.984
H -5.038 0.200 -2.442
H -5.161 1.613 -3.574
C 0.505 4.314 0.657
O 1.632 4.291 -0.268
O 0.887 4.979 1.856
C -0.815 4.802 -0.091
F -1.160 3.843 -0.912
F -1.856 5.077 0.660
F -0.612 5.890 -0.845
C 2.329 3.030 -0.423
C 3.434 3.356 -1.422
H 4.182 4.012 -0.976
H 3.829 2.405 -1.778
H 2.993 3.924 -2.241
H 1.688 2.187 -0.679
H 2.777 2.804 0.544
H 0.293 3.292 0.971
C 1.062 -5.150 -1.093
O 1.023 -4.236 -2.193
O -0.166 -5.891 -1.063
C 2.420 -5.979 -1.155
F 3.542 -5.279 -1.294
F 2.752 -6.699 -0.074
F 2.316 -6.918 -2.154
C 1.625 -2.928 -1.984
C 1.337 -2.154 -3.309
H 0.279 -2.144 -3.570
H 1.467 -1.072 -3.328
H 1.926 -2.599 -4.112
H 2.683 -3.011 -1.737
H 1.115 -2.358 -1.208
H 1.169 -4.633 -0.140
```